*P*
DFT (the ωB97M-V functional and the def2-TZVPD basis) results for 4 unconnected molecules or ions with the total composition CH9NO3.

Structure (XYZ):
```
14
CH9NO3 the ωB97M-V functional and the def2-TZVPD basis
C 0.3147 -3.2505 -0.0447
N 0.1065 -2.0160 0.0215
H -0.4176 -3.9419 0.3694
H 1.2070 -3.7160 -0.4760
H 0.7898 -1.3994 -0.3834
O 2.5873 3.1779 -0.8803
H 2.0533 3.9812 -0.7751
H 2.0667 2.4434 -1.1829
O -1.9116 -0.0984 1.5776
H -1.0805 -0.0945 2.0551
H -1.9040 -0.9214 1.0697
O -0.8930 2.0468 -0.4473
H -1.4585 1.9742 -1.1974
H -1.4600 1.8147 0.2937
```

As for the spin multiplicity: 1. As for the SMILES: C=N.O.O.O. The gap between HOMO and LUMO is 11.23 eV. The HOMO energy comes out at -10.4459 eV.

*Q*
DFT (the ωB97M-V functional and the def2-TZVPD basis) results for 3 unconnected molecules or ions with the total composition CH9NO3.

Structure (XYZ):
```
14
CH9NO3 the ωB97M-V functional and the def2-TZVPD basis
N -1.2139 -1.6497 0.4801
C -1.6861 -0.3224 0.4587
O -1.0512 0.4759 -0.5637
H -0.2718 -1.7960 0.7491
H -1.7371 -2.4533 0.8139
H -1.4541 0.2866 1.3316
H -2.7463 -0.4190 0.2228
H -1.3800 0.1605 -1.4088
O 1.3920 -0.3630 1.2037
H 1.2996 0.2926 0.4813
H 2.0043 -1.0091 0.8540
O 2.1047 1.6527 -1.4565
H 2.4990 2.3311 -0.9204
H 1.1791 1.8981 -1.4316
```

As for the spin multiplicity: 1. As for the SMILES: NCO.O.O. The gap between HOMO and LUMO is 10.03 eV. The HOMO energy comes out at -9.2493 eV.

Most stable of them? *Q*.

*P*
DFT (the ωB97M-V functional and the def2-TZVPD basis) results for a single C4H7NOS molecule.

Structure (XYZ):
```
14
C4H7NOS the ωB97M-V functional and the def2-TZVPD basis
O 2.9891 -0.1228 0.2595
C 2.0784 -0.9200 -0.0106
N 0.8239 -0.6717 -0.4953
C 0.2608 0.7586 -0.6422
C -1.0679 1.0340 -0.0095
C -1.4415 -0.4815 0.5357
S -0.6674 -1.6123 -0.3277
H 2.4506 -1.9153 0.3075
H 0.1545 1.0447 -1.6805
H 1.0254 1.4236 -0.2975
H -1.0364 1.5725 1.1060
H -1.7675 1.1956 -0.7632
H -1.3629 -0.5480 1.6437
H -2.4391 -0.7575 0.3741
```

As for the spin multiplicity: 1. As for the SMILES: O=CN1CCCS1. The gap between HOMO and LUMO is 9.49 eV. The HOMO energy comes out at -8.8456 eV.

*Q*
DFT (the ωB97M-V functional and the def2-TZVPD basis) results for a single C4H7NOS molecule.

Structure (XYZ):
```
14
C4H7NOS the ωB97M-V functional and the def2-TZVPD basis
C 3.3244 0.2686 -0.0058
C 0.7100 -0.4956 0.2486
C -0.2498 0.3420 -0.6928
C -1.6539 -0.1260 -0.1940
N 4.2352 0.9508 0.3816
O -0.0761 1.6246 -0.5881
S 2.3775 -0.9374 -0.4615
H 0.8906 0.0610 1.1676
H 0.2909 -1.4724 0.4891
H -0.1143 -0.0516 -1.7325
H -1.7241 0.0578 0.8730
H -1.8347 -1.1762 -0.4028
H -2.3913 0.4867 -0.7041
H 4.3294 1.9543 0.3878
```

As for the spin multiplicity: 1. The gap between HOMO and LUMO (spin up / spin down) is 5.63 / 5.62 eV. The HOMO energy (spin up / spin down) comes out at -7.1386 / -7.1325 eV.

Most stable of them? *P*.

*P*
DFT (the ωB97M-V functional and the def2-TZVPD basis) results for 2 unconnected molecules or ions with the total composition CH2BrNO4.

Structure (XYZ):
```
9
CH2BrNO4 the ωB97M-V functional and the def2-TZVPD basis
C -0.4150 -0.3703 0.4031
N 0.0874 0.9781 -0.0670
O -0.5985 1.4586 -0.9288
O 1.0262 1.4693 0.6086
O -0.0043 -0.9219 1.5341
O 0.8288 -0.8369 -1.2245
Br -2.0622 -0.6841 -0.2282
H 0.8488 -0.6260 1.9200
H 0.2888 -0.4669 -2.0173
```

As for the spin multiplicity: 1. The gap between HOMO and LUMO (spin up / spin down) is 9.08 / 9.08 eV. The HOMO energy (spin up / spin down) comes out at -10.3650 / -10.3645 eV.

*Q*
DFT (the ωB97M-V functional and the def2-TZVPD basis) results for 2 unconnected molecules or ions with the total composition CH2BrNO4.

Structure (XYZ):
```
9
CH2BrNO4 the ωB97M-V functional and the def2-TZVPD basis
C 0.4087 0.2461 0.9389
N 1.7212 0.2387 0.0093
O 2.2633 1.2909 -0.1506
O 2.1122 -0.8878 -0.3660
O -0.0973 -0.8862 1.2724
O -0.7236 0.5605 -0.8264
Br 0.2220 1.6851 2.1591
H 0.4305 -1.6070 0.8340
H -1.6802 0.4436 -0.4772
```

As for the spin multiplicity: 1. The gap between HOMO and LUMO is 8.95 eV. The HOMO energy comes out at -10.2893 eV.

Most stable of them? *Q*.

*P*
DFT (the ωB97M-V functional and the def2-TZVPD basis) results for 2 unconnected molecules or ions with the total composition CH2BrNO4.

Structure (XYZ):
```
9
CH2BrNO4 the ωB97M-V functional and the def2-TZVPD basis
C 0.3117 0.7239 0.2474
N -0.5613 -0.5041 -0.0803
O -0.3542 -0.9328 -1.2030
O -0.4815 -1.4038 0.9784
O 0.5346 1.3172 -0.9275
O 0.6916 0.8972 1.3417
Br -3.1241 0.1727 0.0260
H 1.3643 1.7708 -0.8277
H -1.3659 -1.7431 1.1191
```

As for the spin multiplicity: 1. The gap between HOMO and LUMO (spin up / spin down) is 9.10 / 7.08 eV. The HOMO energy (spin up / spin down) comes out at -10.6567 / -10.0688 eV.

*Q*
DFT (the ωB97M-V functional and the def2-TZVPD basis) results for a single CH2BrNO4 molecule.

Structure (XYZ):
```
9
CH2BrNO4 the ωB97M-V functional and the def2-TZVPD basis
O 0.1595 1.6158 0.9947
N -0.3909 1.0746 0.0479
O -1.0545 1.6652 -0.7843
C -0.0032 -0.4635 -0.0332
O 0.6635 -0.8225 1.0339
O 0.5214 -0.4966 -1.2837
Br -1.8669 -1.2298 0.0980
H 1.0229 0.0620 1.5764
H 0.9481 -1.4052 -1.6497
```

As for the spin multiplicity: 1. As for the SMILES: O=[N+]([O-])C(O)(O)Br. The gap between HOMO and LUMO is 10.29 eV. The HOMO energy comes out at -10.6911 eV.

*R*
DFT (the ωB97M-V functional and the def2-TZVPD basis) results for a single CH2BrNO4 molecule.

Structure (XYZ):
```
9
CH2BrNO4 the ωB97M-V functional and the def2-TZVPD basis
O 0.0859 -1.4223 1.2304
N 0.3338 -1.0710 0.0881
O 0.7468 -1.7370 -0.8083
C -0.0280 0.3913 -0.2164
O -0.7609 0.6940 0.8608
O -0.4764 0.6110 -1.4753
Br 1.8911 1.0671 0.1222
H -0.7617 0.0327 1.6061
H -1.0306 1.4343 -1.4077
```

As for the spin multiplicity: 1. As for the SMILES: O=[N+]([O-])C(O)(O)Br. The gap between HOMO and LUMO is 10.14 eV. The HOMO energy comes out at -10.7074 eV.

Most stable of them? *R*.

*P*
DFT (the ωB97M-V functional and the def2-TZVPD basis) results for a molecular structure, C37H40BiN12S.

Structure (XYZ):
```
91
C37H40BiN12S the ωB97M-V functional and the def2-TZVPD basis
Bi -1.0449 0.1633 -0.8202
C -5.4612 -2.1197 -3.4859
C -6.0448 -1.1021 -2.7435
C -5.3453 -0.4722 -1.7270
C -4.0375 -0.8629 -1.4060
C -3.4533 -1.8771 -2.1763
C -4.1566 -2.4919 -3.2005
N -3.2746 -0.2127 -0.4211
C -3.8143 0.5637 0.5515
C -4.9972 0.2497 1.2607
C -5.4389 1.0583 2.2733
C -4.7581 2.2446 2.6338
C -3.6362 2.6057 1.9539
C -3.1567 1.7864 0.9078
N -2.1058 2.1141 0.1071
N -1.6409 3.2756 0.1065
C -0.6018 3.4774 -0.8082
C -0.2969 4.7830 -1.1773
C 0.6613 4.9816 -2.1516
C 1.3333 3.8938 -2.6923
C 1.0240 2.6296 -2.2219
N 0.0603 2.4297 -1.3180
H -6.0105 -2.6034 -4.2829
H -7.0564 -0.7844 -2.9674
H -5.8038 0.3512 -1.1964
H -2.4368 -2.1872 -1.9678
H -3.6839 -3.2740 -3.7843
H -5.5069 -0.6758 1.0272
H -6.3265 0.7758 2.8257
H -5.1223 2.8463 3.4551
H -3.0780 3.5014 2.1959
H -0.8383 5.6012 -0.7207
H 0.8896 5.9833 -2.4969
H 2.0912 4.0230 -3.4537
H 1.5450 1.7456 -2.5738
C 5.2795 -2.9466 -1.9248
N 4.2959 -2.9147 -0.8494
C 4.8685 -2.6323 0.4535
C 2.9590 -2.6538 -1.0427
N 2.2007 -2.0189 -0.2403
N 2.4486 -3.2631 -2.1981
C 1.4077 -2.8720 -3.0326
N 1.4823 -3.5094 -4.2508
N 0.4737 -2.0637 -2.6931
H 6.0242 -3.7127 -1.7116
H 5.7898 -1.9824 -2.0136
H 4.8301 -3.1692 -2.8872
H 5.7756 -3.2240 0.5673
H 4.1704 -2.9241 1.2365
H 5.1222 -1.5742 0.5654
H 2.7138 -1.5014 0.4635
H 3.0114 -4.0112 -2.5559
H 2.3526 -3.8786 -4.5871
H 0.8346 -3.2252 -4.9617
H -0.1331 -1.8695 -3.4861
N -0.9945 -2.2618 -0.0698
C -1.8450 -2.4458 1.0425
C -2.8801 -3.3735 0.9884
C -3.7658 -3.5086 2.0443
C -3.6298 -2.7056 3.1675
C -2.5960 -1.7849 3.2237
C -1.6887 -1.6396 2.1732
C -0.5760 -0.6570 2.2982
C 0.0967 -0.6019 3.5245
C 1.0717 0.3480 3.7767
C 1.4019 1.2685 2.7939
C 0.7749 1.2013 1.5579
C -0.2030 0.2440 1.2855
H -1.1751 -2.9219 -0.8133
H 0.0283 -2.2569 0.0879
H -2.9838 -4.0010 0.1083
H -4.5573 -4.2462 1.9887
H -4.3205 -2.7988 3.9959
H -2.4963 -1.1414 4.0894
H -0.1553 -1.3252 4.2907
H 1.5688 0.3668 4.7396
H 2.1454 2.0346 2.9852
H 1.0820 1.8986 0.7921
C 4.2462 4.6227 -0.0933
N 4.5796 3.6693 0.9423
C 5.0794 4.0055 2.1966
C 5.3486 2.8617 2.8422
N 5.0118 1.8373 1.9722
C 4.5312 2.3156 0.7947
S 4.0021 1.3920 -0.5018
H 5.1017 5.2616 -0.3065
H 3.3991 5.2376 0.2100
H 3.9796 4.0614 -0.9814
H 5.1991 5.0298 2.5092
H 5.7480 2.6844 3.8260
H 5.0871 0.8553 2.1629
```

As for the spin multiplicity: 1. Its charge is +1. The gap between HOMO and LUMO is 5.88 eV. The HOMO energy comes out at -9.3610 eV.

*Q*
DFT (the ωB97M-V functional and the def2-TZVPD basis) results for a molecular structure, C37H40BiN12S.

Structure (XYZ):
```
91
C37H40BiN12S the ωB97M-V functional and the def2-TZVPD basis
Bi 0.1776 0.3318 -0.9092
C -2.6684 -0.2384 6.1107
C -1.8997 0.6551 5.3787
C -1.4863 0.3507 4.0909
C -1.8037 -0.8796 3.5123
C -2.6001 -1.7688 4.2543
C -3.0252 -1.4494 5.5321
N -1.5058 -1.1518 2.1757
C -1.0178 -2.3211 1.8122
C -0.3414 -3.2160 2.7197
C 0.4039 -4.2608 2.2714
C 0.4923 -4.5681 0.8864
C -0.2197 -3.8254 -0.0018
C -1.0201 -2.7217 0.4117
N -1.6925 -2.1242 -0.5945
N -2.6084 -1.2926 -0.3602
C -3.1339 -0.5188 -1.3640
C -4.5325 -0.3987 -1.4561
C -5.0747 0.5339 -2.3013
C -4.2228 1.3761 -3.0160
C -2.8704 1.2306 -2.8282
N -2.3088 0.2919 -2.0541
H -2.9909 0.0068 7.1140
H -1.6080 1.6018 5.8192
H -0.8964 1.0550 3.5201
H -2.8893 -2.7098 3.8001
H -3.6482 -2.1492 6.0759
H -0.4338 -3.0212 3.7794
H 0.9301 -4.8851 2.9836
H 1.0911 -5.4084 0.5608
H -0.2461 -4.0852 -1.0545
H -5.1479 -1.0577 -0.8588
H -6.1472 0.6242 -2.4128
H -4.6085 2.1301 -3.6866
H -2.1825 1.9188 -3.3122
C 2.5751 -4.4377 -2.8275
N 2.4735 -3.2597 -3.6732
C 2.7538 -3.4296 -5.0929
C 1.9961 -2.0994 -3.1504
N 1.4477 -1.9283 -2.0145
N 2.2041 -0.9729 -3.9651
C 1.2875 0.0310 -4.1586
N 1.4824 0.7408 -5.3007
N 0.2931 0.2256 -3.3594
H 3.3941 -5.0566 -3.1881
H 1.6538 -5.0265 -2.8342
H 2.7984 -4.1430 -1.8028
H 3.7484 -3.0630 -5.3700
H 2.0027 -2.9383 -5.7118
H 2.7241 -4.4890 -5.3334
H 1.2029 -2.7791 -1.5184
H 2.8921 -1.0853 -4.6891
H 2.3278 0.6497 -5.8351
H 0.9385 1.5693 -5.4589
H -0.3766 0.8987 -3.7096
N 2.4793 -0.4735 0.1821
C 2.8250 0.3975 1.2391
C 2.9973 -0.0948 2.5260
C 3.2774 0.7598 3.5768
C 3.4010 2.1193 3.3338
C 3.2368 2.6068 2.0478
C 2.9433 1.7643 0.9741
C 2.7576 2.3538 -0.3832
C 3.6667 3.3523 -0.7557
C 3.5079 4.0911 -1.9138
C 2.4052 3.8540 -2.7177
C 1.5265 2.8357 -2.3826
C 1.6931 2.0358 -1.2494
H 2.4677 -1.4489 0.4456
H 2.9974 -0.3087 -0.6710
H 2.9074 -1.1628 2.6892
H 3.3949 0.3691 4.5786
H 3.6303 2.7998 4.1433
H 3.3083 3.6728 1.8706
H 4.5115 3.5494 -0.1072
H 4.2249 4.8611 -2.1663
H 2.2280 4.4561 -3.6006
H 0.6587 2.6856 -3.0158
C -2.1833 4.6582 1.8130
N -2.6573 3.2881 1.8380
C -3.5130 2.7222 2.7634
C -3.6250 1.4161 2.4544
N -2.8512 1.1942 1.3370
C -2.2417 2.3345 0.9792
S -1.1353 2.6542 -0.2894
H -2.7167 5.2374 2.5608
H -2.3430 5.0849 0.8250
H -1.1138 4.6782 2.0220
H -3.9504 3.2938 3.5619
H -4.1814 0.6308 2.9323
H -2.6179 0.2703 0.9535
```

As for the spin multiplicity: 1. Its charge is +1. The gap between HOMO and LUMO is 6.20 eV. The HOMO energy comes out at -8.5351 eV.

Most stable of them? *P*.